{"formula": "C31H64F18MnN5O10PS4", "method": "ωB97M-V/def2-TZVPD", "spin_multiplicity": 7, "e_lumo_ev": [-7.4, -13.8], "orbital_gap_ev": [8.082, 1.721], "total_charge": 3, "energy_ev": -193944.810, "elements": ["Mn", "P", "F", "F", "F", "F", "F", "F", "C", "C", "C", "C", "N", "C", "C", "C", "C", "C", "C", "C", "H", "H", "H", "H", "H", "H", "H", "H", "H", "H", "H", "H", "H", "H", "H", "H", "H", "H", "H", "H", "H", "H", "H", "H", "C", "C", "N", "C", "C", "C", "C", "C", "O", "C", "H", "H", "H", "H", "H", "H", "H", "H", "H", "H", "H", "H", "H", "H", "H", "H", "H", "H", "H", "H", "C", "C", "N", "C", "C", "C", "C", "C", "O", "C", "H", "H", "H", "H", "H", "H", "H", "H", "H", "H", "H", "H", "H", "H", "H", "H", "H", "H", "H", "H", "C", "F", "F", "F", "S", "O", "O", "N", "S", "O", "O", "C", "F", "F", "F", "C", "F", "F", "F", "S", "O", "O", "N", "S", "O", "O", "C", "F", "F", "F"], "positions_angstrom": [[0.65949, -4.02584, 0.42154], [-0.20639, -1.06043, -1.09082], [-0.47657, -2.60706, -0.68998], [-1.50874, -0.67741, -0.25448], [0.55848, -0.83485, 0.37437], [-0.03600, 0.49618, -1.59272], [1.11127, -1.52996, -1.86760], [-1.15995, -1.24567, -2.38017], [-0.53812, 4.50594, 2.15535], [0.14832, 3.09414, 2.07598], [1.44127, 3.01445, 2.97395], [2.30891, 1.72986, 2.87072], [3.83839, 1.82185, 2.93782], [4.28342, 2.43064, 4.33665], [4.34491, 1.27060, 5.28346], [4.30966, -0.09242, 4.45200], [4.51023, 0.47451, 3.08464], [4.49585, 2.66832, 1.81820], [4.10052, 2.15236, 0.34605], [4.83123, 2.89304, -0.79127], [-0.82627, 4.76362, 3.17450], [-1.48324, 4.72577, 1.65886], [0.15494, 5.29908, 1.87484], [0.44570, 2.96962, 1.03475], [-0.40890, 2.23142, 2.44109], [1.08129, 2.99046, 4.00251], [1.96123, 3.88544, 2.57505], [2.01053, 1.08935, 2.04077], [1.97912, 1.03455, 3.64266], [5.29694, 2.80604, 4.19545], [3.60691, 3.22434, 4.65363], [5.21465, 1.29007, 5.94017], [3.50873, 1.30504, 5.98183], [4.99253, -0.88063, 4.76905], [3.39173, -0.66327, 4.59213], [5.49012, 0.32222, 2.63216], [3.94076, -0.19098, 2.43585], [5.57749, 2.54017, 1.85975], [4.36446, 3.73634, 1.99191], [3.02773, 2.15652, 0.15317], [4.55785, 1.16323, 0.32207], [4.27675, 3.81902, -0.94360], [4.83832, 2.36225, -1.74328], [5.81373, 3.30941, -0.56895], [-2.49087, 0.31150, 4.22007], [-3.32494, 1.60954, 4.20761], [-4.23145, 1.77008, 2.83958], [-4.80278, 3.23467, 2.73242], [-3.38612, 1.39104, 1.56838], [-3.89145, 1.71030, 0.23080], [-5.37709, 0.74670, 3.20548], [-6.74400, 1.29239, 2.57252], [-6.71868, 1.51283, 1.23727], [-7.83193, 1.08404, 0.43710], [-1.60673, 0.23075, 3.58772], [-3.20305, -0.47720, 3.97743], [-2.14373, 0.13491, 5.23811], [-2.62111, 2.42442, 4.03820], [-3.82664, 1.68910, 5.17201], [-5.31253, 3.46192, 3.66870], [-5.40586, 3.48307, 1.85911], [-3.93044, 3.88275, 2.81680], [-3.29774, 0.30493, 1.59384], [-2.36390, 1.76567, 1.62155], [-3.02311, 1.70348, -0.42802], [-4.40570, 2.67128, 0.24276], [-4.53205, 0.92937, -0.17893], [-5.53096, 0.47847, 4.25069], [-5.02341, -0.17850, 2.75048], [-6.97150, 2.19193, 3.14450], [-7.40684, 0.46262, 2.81796], [-7.76981, 0.04703, 0.10717], [-7.96858, 1.75640, -0.40987], [-8.82551, 1.06868, 0.88506], [-2.14228, -1.95351, -5.57997], [-1.15723, -1.37986, -6.63739], [-0.10667, -0.28802, -6.16952], [-0.70655, 0.86774, -5.40451], [0.89843, -1.06552, -5.29754], [2.05881, -0.25835, -4.71793], [0.59813, 0.21199, -7.50384], [-0.20012, 1.28828, -8.29761], [-1.61889, 1.30634, -8.10331], [-2.40506, 2.12964, -8.91286], [-2.78114, -2.77989, -5.89148], [-2.84945, -1.20271, -5.22738], [-1.61630, -2.49396, -4.79298], [-1.65683, -1.00766, -7.53181], [-0.53710, -2.16688, -7.06650], [-0.63139, 0.55388, -4.36338], [-1.74916, 0.88951, -5.72169], [-0.24942, 1.80682, -5.71635], [1.21574, -1.98661, -5.78643], [0.31698, -1.35513, -4.42225], [1.72791, 0.59110, -4.12039], [2.70749, 0.05587, -5.53559], [2.50580, -0.96773, -4.02145], [0.82334, -0.65829, -8.12029], [1.44803, 0.75789, -7.09425], [0.17802, 1.22132, -9.31773], [0.20598, 2.26143, -8.02165], [-1.86632, 2.78037, -9.60164], [-3.02964, 2.74826, -8.26842], [-3.17227, 1.57860, -9.45678], [1.23149, -3.65409, 5.01067], [1.90953, -4.81495, 4.75474], [0.11702, -3.94537, 5.64910], [1.97770, -2.84751, 5.78738], [0.94331, -2.56405, 3.34480], [0.44518, -1.22737, 3.75959], [2.27508, -2.45257, 2.73758], [-0.11779, -3.53570, 2.25705], [-1.40825, -3.82644, 3.03553], [-1.42438, -5.25586, 3.32492], [-1.79254, -2.81018, 4.08349], [-2.82692, -3.65415, 1.67758], [-3.91183, -4.37583, 2.05926], [-3.16657, -2.39888, 1.43998], [-2.30476, -4.13992, 0.48375], [3.83240, -6.74683, -0.13719], [2.95055, -7.61330, 0.44169], [5.01327, -7.28874, 0.15710], [3.67160, -6.63138, -1.43629], [3.70096, -4.91267, 0.77168], [3.03191, -5.21241, 2.02792], [5.01784, -4.38071, 0.91384], [2.58712, -4.02686, -0.24422], [3.44174, -3.43019, -1.44373], [4.80928, -3.90303, -1.65227], [2.59547, -3.30109, -2.56412], [3.72557, -1.56441, -0.79637], [4.98029, -1.56132, -0.34108], [3.62683, -0.66191, -1.80996], [2.99995, -1.20862, 0.22341]], "atomic_forces_ev_per_a": [[-1.081, 0.815, 0.526], [-1.868, 4.128, -0.028], [0.365, -2.263, 0.424], [-0.809, 0.189, 0.146], [0.603, -0.473, -1.633], [0.918, -0.992, 0.975], [-0.335, 0.447, 0.604], [0.660, -0.920, -0.247], [0.197, -0.313, 1.297], [0.514, 0.159, 0.183], [-0.091, 0.007, -1.035], [-0.718, -1.034, -0.379], [1.434, 1.560, 1.342], [0.126, -0.138, -0.925], [-0.641, -1.840, 1.412], [-0.060, 1.527, 1.509], [-1.804, -2.716, -2.550], [-0.568, -0.784, -1.687], [1.591, 0.213, 1.155], [-0.829, 1.600, 0.468], [0.325, -0.200, 0.440], [0.176, -0.782, -0.764], [0.137, -0.162, -0.231], [-0.089, -0.487, -0.060], [-0.808, 0.191, -0.525], [0.395, 1.131, 0.082], [0.586, 0.238, 1.112], [0.537, 0.414, -0.816], [0.517, 0.238, 0.644], [-0.212, 0.280, -0.328], [0.072, -0.046, -0.312], [0.168, 0.236, -0.314], [-0.132, -0.095, -0.086], [0.835, 0.657, -0.206], [-0.554, 0.692, -0.345], [0.368, 1.286, 0.478], [-0.239, 0.023, -0.424], [-0.057, -0.325, 0.472], [-0.689, -0.128, 0.098], [0.080, -0.255, 0.172], [-0.716, -0.490, 0.103], [-0.197, 0.087, -0.407], [0.047, -0.175, 0.271], [0.299, -0.724, 0.223], [-1.179, -0.035, 0.022], [2.206, 0.696, -2.486], [-0.656, -0.066, 2.245], [1.630, -0.642, 1.450], [0.284, -1.498, 1.806], [-0.970, 0.384, -1.143], [-0.684, 0.898, -3.342], [0.947, -2.034, 2.383], [0.001, 0.310, -1.903], [-0.767, -0.258, -0.185], [-0.332, 0.334, -0.262], [0.462, -0.492, 0.098], [-0.136, 0.034, 0.049], [-0.122, 0.351, 0.563], [-0.827, 0.371, -0.718], [-0.360, -0.344, -0.176], [0.142, -0.664, 0.141], [0.167, -0.040, -0.547], [0.170, 0.000, 0.509], [-0.233, 0.424, 0.945], [0.001, 0.415, -0.035], [0.127, -0.059, -0.620], [-0.351, 0.282, 0.235], [0.355, 0.973, 0.193], [-0.385, -0.018, -0.310], [-0.522, -0.066, 0.016], [-0.589, 0.250, 0.252], [0.779, -0.031, -0.207], [0.588, -0.080, -0.002], [0.186, 0.549, 0.995], [0.630, 0.173, -0.055], [-0.194, -0.317, -0.203], [0.231, -1.454, -1.817], [-0.591, -1.249, -0.562], [-0.692, 0.889, 0.905], [-0.572, -0.395, -0.734], [-1.573, 0.482, 1.588], [-0.040, 0.778, 0.299], [1.652, -1.565, 0.243], [-1.224, 0.917, -0.354], [0.110, 0.222, -1.172], [0.339, 0.048, 0.366], [0.175, 0.740, 0.469], [-0.231, 0.606, 0.461], [0.198, -0.129, 0.407], [-0.016, 0.754, 0.078], [0.102, 0.260, 0.221], [0.216, -0.195, 0.506], [0.014, 0.345, -0.391], [-0.298, -0.238, -0.197], [-0.071, 0.050, -0.161], [0.456, 0.005, 0.482], [0.530, 0.221, -0.254], [0.171, 0.027, 0.375], [0.381, -0.491, -0.518], [-0.658, -0.456, -0.468], [-0.137, 0.269, 0.448], [0.240, -0.159, 0.069], [0.324, 0.362, 0.230], [0.454, -0.502, -0.334], [0.528, -0.883, 0.676], [-0.977, 2.103, -0.147], [0.579, 0.283, -0.690], [-0.469, -0.613, -1.105], [0.930, 2.910, 0.541], [0.368, -3.320, -0.874], [-1.592, -1.307, -0.170], [4.456, 2.982, 0.444], [-6.605, -1.288, 3.333], [-0.137, 1.886, -0.157], [1.525, -2.777, -3.131], [0.387, -0.787, 0.205], [1.817, 1.067, -0.745], [-0.038, -0.266, 0.360], [-0.537, -0.076, 1.161], [0.759, -3.351, 0.629], [0.294, 2.468, -1.096], [-0.640, 1.752, -0.374], [-0.303, 0.311, 0.922], [-1.269, -1.079, 2.294], [-0.208, 0.250, -1.790], [0.123, 0.352, -0.835], [2.369, -2.140, 1.562], [1.281, 2.628, -1.379], [-1.561, -0.248, 0.697], [-0.339, -0.528, -1.100], [1.869, 1.179, -0.212], [0.055, -0.163, -0.608], [-0.082, -1.684, 1.169], [-0.897, -0.375, -0.304]], "mulliken_spin": [4.847, -0.048, 0.007, -0.003, 0.007, -0.001, 0.012, -0.001, 0.000, 0.000, 0.000, 0.000, 0.000, 0.000, 0.000, 0.000, 0.000, 0.000, 0.000, 0.000, 0.000, 0.000, 0.000, 0.000, 0.000, 0.000, 0.000, 0.000, 0.000, 0.000, 0.000, 0.000, 0.000, 0.000, 0.000, 0.000, 0.000, 0.000, 0.000, 0.000, 0.002, 0.000, 0.000, 0.000, 0.000, 0.000, 0.000, 0.000, 0.000, 0.000, 0.000, 0.000, 0.000, 0.000, 0.000, 0.000, 0.000, 0.000, 0.000, 0.000, 0.000, 0.000, 0.000, 0.000, 0.000, 0.000, 0.000, 0.000, 0.000, 0.000, 0.000, 0.000, 0.000, 0.000, 0.000, 0.000, 0.000, 0.000, 0.000, -0.002, 0.000, 0.000, 0.000, 0.000, 0.000, 0.000, 0.000, 0.000, 0.000, 0.000, 0.000, 0.000, 0.000, 0.000, 0.000, 0.000, 0.001, 0.000, 0.000, 0.000, 0.000, 0.000, 0.000, 0.000, -0.003, 0.000, 0.000, 0.001, 0.055, 0.006, -0.005, -0.007, 0.037, 0.002, 0.006, 0.001, 0.001, 0.001, 0.010, 0.119, 0.028, 0.026, 0.020, -0.012, 0.157, 0.197, 0.050, 0.025, 0.235, 0.104, 0.058, 0.013, 0.020, 0.031]}